244
Properties=species:S:1:pos:R:3:forces:R:3:mulliken_charge:R:1 method="wB97M-V/def2-TZVPD" lumo_ha=0.006 orbital_gap_ev=8.83 fmax_ev_per_a=3.1 total_energy_ev=-135497.612 molar_mass_g_mol=1414.80 homo_energy_ha=-0.319 total_charge=0
C 2.53609 -0.96682 -6.12639 1.257 -0.061 -0.806 -0.410
C 3.77525 -0.12875 -5.63411 -1.454 0.119 -0.862 -0.233
O 4.78370 -0.87677 -5.01559 0.245 -0.628 0.166 -0.516
O 1.58555 -0.16336 -6.84731 -0.149 -0.167 1.450 -0.547
H 2.10868 -1.55195 -5.31211 -0.694 0.785 0.247 0.066
H 2.82908 -1.77659 -6.79461 0.658 0.044 -0.192 0.438
H 3.43028 0.61979 -4.92082 -0.272 0.276 -0.193 0.140
H 4.23504 0.34544 -6.50119 -0.333 0.371 -0.221 0.468
H 5.42795 -0.22361 -4.73288 0.270 -0.225 0.224 0.266
H 1.94870 0.21255 -7.65254 0.422 -0.243 0.046 0.322
C -3.20409 -5.27441 -2.97458 1.415 0.272 0.942 0.366
C -2.59110 -5.33134 -1.54018 0.427 0.726 -0.672 -0.631
O -2.06474 -4.04962 -1.17312 0.160 -0.819 -0.138 -0.087
O -3.30077 -6.57468 -3.50619 -0.539 -0.373 0.244 -0.588
H -2.49756 -4.71727 -3.58980 0.041 0.383 0.010 0.192
H -4.12615 -4.69793 -2.89983 -0.428 -0.222 -0.210 -0.288
H -1.69362 -5.94918 -1.51040 -0.333 -0.477 -0.232 0.322
H -3.32467 -5.68866 -0.81747 -0.059 -0.076 0.053 0.331
H -2.78224 -3.41680 -1.09347 -0.507 0.378 -0.132 -0.122
H -3.70297 -6.53346 -4.37690 -0.015 0.020 -0.033 0.336
C 0.78863 2.72906 -4.73341 -0.747 0.867 2.206 -0.690
C 0.78285 1.67106 -3.56948 -0.554 0.341 -2.258 -0.002
O -0.08127 2.07362 -2.53492 0.586 1.543 -0.789 1.305
O 1.28028 4.02292 -4.30550 0.896 -0.837 -1.118 -0.659
H -0.22842 2.97392 -5.03960 -0.416 -0.737 -0.107 0.320
H 1.30109 2.33320 -5.61021 0.444 0.269 0.243 0.361
H 1.81455 1.42099 -3.32221 0.130 0.322 0.723 -0.026
H 0.37688 0.77514 -4.03919 -0.046 -0.365 -0.117 -0.196
H -0.09030 1.43910 -1.81457 -0.305 -1.149 0.565 -0.712
H 1.05247 4.23447 -3.39724 -0.131 -0.225 0.326 0.256
C -4.47479 -2.36835 0.35974 -1.723 0.744 0.172 0.321
C -5.97304 -2.67020 0.54183 0.902 -0.346 -0.451 -0.852
O -6.32816 -3.93552 -0.00313 -0.152 0.296 0.884 -0.665
O -4.04106 -2.21352 -0.98565 0.919 -1.081 0.831 1.280
H -3.94220 -3.16608 0.87749 0.430 0.163 -0.337 0.462
H -4.41147 -1.41966 0.89274 0.793 0.172 0.248 -0.296
H -6.58678 -1.84097 0.18998 -0.118 -0.036 -0.529 0.106
H -6.10781 -2.63764 1.62297 -0.187 -0.635 0.146 0.500
H -6.35342 -3.86280 -0.96004 -0.222 0.302 -0.396 0.239
H -4.66319 -1.69819 -1.50430 -0.638 0.326 -0.212 -0.296
C 4.49945 3.51879 4.31338 0.268 -1.553 -0.569 -0.087
C 3.13559 2.89220 4.79414 0.618 0.834 0.356 -0.208
O 2.72921 1.69428 4.17408 0.235 -0.276 -0.037 -0.456
O 5.60025 2.57179 4.40388 -0.922 1.386 1.300 -0.706
H 4.73765 4.47813 4.77275 -0.050 -0.287 0.808 0.488
H 4.53033 3.79304 3.25890 -0.948 0.017 -0.404 -0.328
H 2.32661 3.62190 4.75982 -0.015 0.502 -0.490 0.035
H 3.17411 2.66739 5.86000 0.520 -0.164 0.048 0.428
H 2.78686 1.78627 3.22024 0.096 0.235 -0.390 -0.101
H 5.58084 2.13853 3.54742 0.212 -0.734 -0.685 0.380
C -2.51483 -0.94813 4.99390 0.915 -0.839 0.815 -0.874
C -2.31547 0.47631 4.41318 0.397 -1.493 0.863 0.259
O -3.55811 1.01014 4.11912 -1.474 0.387 -0.464 -0.430
O -2.84886 -1.96119 4.03942 -0.102 0.418 -0.948 -0.457
H -3.28175 -1.06852 5.75903 -0.355 1.120 0.150 0.353
H -1.62907 -1.31646 5.51148 0.501 0.596 -0.093 0.460
H -1.70291 0.45720 3.51179 0.361 -0.164 0.067 -0.244
H -1.87847 1.12750 5.17021 0.317 -0.179 0.016 0.346
H -4.04791 0.25693 3.78091 -0.684 0.128 -0.399 0.116
H -2.46616 -2.78542 4.34893 -0.108 0.068 -0.137 0.241
C -6.78101 1.40561 2.08018 -0.386 -0.220 -0.198 -0.787
C -5.84638 2.50560 1.53356 0.070 0.402 1.539 -0.067
O -4.92715 2.97156 2.52522 -0.238 -0.316 0.195 -0.289
O -6.06247 0.23736 2.46836 0.837 -0.012 -0.319 -0.308
H -7.53426 1.12711 1.34319 0.111 0.113 -0.568 0.400
H -7.38477 1.65287 2.95336 0.246 1.079 0.062 0.435
H -6.38331 3.43826 1.36047 -0.592 -0.429 -0.705 0.391
H -5.24021 2.22740 0.67143 -0.476 -0.418 -0.274 -0.088
H -4.69187 2.25264 3.11630 0.542 -0.320 0.253 0.100
H -6.67041 -0.34753 2.92653 -0.011 -0.046 0.019 0.205
C 6.48174 -3.55584 -3.78094 -1.030 -1.179 1.222 -0.051
C 6.75376 -5.06318 -3.43577 0.521 0.760 0.101 -0.722
O 6.33916 -5.43409 -2.13115 -0.178 0.241 -0.406 -0.336
O 5.04258 -3.28837 -3.78479 1.381 -1.128 -0.200 -0.292
H 7.02732 -3.28533 -4.68496 -0.372 0.047 -0.284 0.445
H 6.87989 -2.98592 -2.94144 0.346 0.095 0.016 -0.076
H 7.82945 -5.23674 -3.40636 0.174 0.311 -0.272 0.359
H 6.36594 -5.77334 -4.16609 -0.353 0.235 -0.273 0.338
H 5.38002 -5.39568 -2.14365 -0.501 0.055 0.467 0.148
H 4.88138 -2.52747 -4.34750 0.000 0.357 -0.116 0.239
C 1.76619 -1.76561 2.19767 0.568 -1.206 1.805 -0.600
C 0.68657 -2.68704 2.86869 0.747 0.278 -2.032 -0.737
O 0.36809 -2.36251 4.19784 0.433 0.625 0.264 -0.542
O 1.36670 -0.44212 2.19553 -0.859 1.138 -0.505 0.326
H 2.03921 -2.04980 1.18140 -0.658 -0.230 -0.126 -0.046
H 2.70613 -1.81769 2.74714 0.228 -0.324 0.370 0.495
H 1.02770 -3.71933 2.79066 0.001 -0.129 -0.100 0.627
H -0.15921 -2.51717 2.20243 -0.558 -0.362 0.128 0.131
H -0.12343 -3.08958 4.58691 0.123 -0.032 -0.077 0.357
H 1.03450 -0.20260 3.06379 -0.039 0.114 0.310 -0.089
C -2.55745 6.84972 0.74874 -1.558 -1.584 1.283 -0.018
C -3.54563 5.65741 1.00473 1.098 0.151 -0.009 0.118
O -3.45237 5.21599 2.39345 0.622 1.318 -1.556 -0.139
O -3.11664 7.92340 1.46075 0.292 0.911 -0.875 -0.724
H -2.43980 7.05186 -0.31587 -0.409 0.312 0.011 0.488
H -1.57376 6.55517 1.11438 0.175 0.069 0.243 -0.500
H -3.31189 4.86205 0.29700 0.132 -0.512 0.126 -0.170
H -4.54805 6.00723 0.75801 -0.138 0.120 0.205 0.397
H -3.93732 4.38977 2.45497 -0.412 -0.460 0.143 0.242
H -2.97378 7.75824 2.39559 0.389 0.087 0.310 0.487
C 2.66116 2.03788 -0.16435 -0.093 -0.750 -0.627 0.321
O 2.44454 1.84906 1.20681 0.337 1.084 0.692 2.010
H 1.78136 1.96962 -0.80419 -0.574 0.693 0.385 -0.341
H 3.18419 2.98666 -0.28413 -0.071 -0.146 -0.181 -0.070
H 3.22776 1.21569 -0.60146 0.792 -0.041 0.151 -0.202
H 1.89354 1.10668 1.46540 -0.315 -0.657 -0.533 -0.883
C -3.35540 3.88756 -2.68967 0.527 -1.447 -0.917 -0.389
O -2.85103 2.54579 -2.85937 -0.954 0.225 -0.177 -0.333
H -2.60123 4.38577 -2.08048 -0.824 0.629 0.424 -0.007
H -3.47260 4.39117 -3.64924 0.404 0.186 -0.203 0.335
H -4.38866 3.75826 -2.36759 0.265 0.401 0.915 0.178
H -1.89451 2.58133 -2.93293 0.545 -0.162 0.061 0.074
C 0.44413 5.26690 -0.69433 -0.135 0.254 -0.546 0.549
O 1.37219 5.48804 -1.77735 -0.648 -0.326 0.518 -0.642
H -0.22364 6.11392 -0.53707 0.403 0.456 0.094 0.404
H -0.26156 4.48904 -0.98593 0.474 -0.451 -0.101 -0.350
H 0.94957 5.00509 0.23523 -0.013 -0.090 -0.065 -0.413
H 2.11043 6.01155 -1.45712 -0.042 0.049 0.016 0.298
C -2.58991 -1.12527 -4.35569 -0.395 1.781 0.271 0.762
O -2.60992 -1.37896 -5.73912 -0.031 -1.125 -0.288 -0.641
H -2.27900 -1.96887 -3.73943 0.204 -0.125 -0.503 -0.294
H -2.01723 -0.22113 -4.14913 0.814 -0.225 0.239 -0.210
H -3.54890 -0.77138 -3.97726 -0.646 -0.473 -0.015 -0.003
H -2.63269 -0.58170 -6.27341 0.050 0.172 0.422 0.332
C 2.80398 -1.66996 -2.09171 2.149 -1.616 -0.635 -1.010
O 1.72212 -1.37661 -1.34129 -2.975 0.199 -0.686 0.796
C 0.48885 -1.72136 -2.04464 -0.237 0.485 1.586 -0.340
C -0.58232 -1.42657 -1.04082 -0.591 1.464 0.624 0.709
N -0.58564 0.03882 -0.63735 1.156 -1.213 -2.521 0.666
C -1.76484 0.36375 0.08620 0.668 -0.272 1.252 -0.024
C -1.68376 1.74316 0.65367 0.185 0.940 -0.313 0.247
O -0.66885 1.83179 1.64915 -0.118 0.137 0.367 0.647
C -0.53923 3.13122 2.26969 -0.305 -0.760 -1.053 0.053
H 3.64245 -1.71262 -1.39655 0.492 0.605 -0.393 0.160
H 2.95505 -1.09589 -3.00589 0.157 0.831 0.216 -0.090
H 2.79468 -2.68759 -2.48215 -0.291 -0.518 0.015 0.273
H 0.43548 -2.76591 -2.35151 0.423 -0.262 0.227 0.440
H 0.21795 -1.13650 -2.92365 0.877 0.465 -0.242 -0.249
H -0.48721 -2.02523 -0.13492 0.118 -0.303 0.028 -0.390
H -1.55966 -1.65469 -1.46612 0.017 0.124 0.019 -0.927
H 0.25323 0.22908 -0.10801 -0.016 -0.172 0.479 -0.139
H -1.71433 -0.33119 0.92441 -1.244 -0.255 0.519 0.133
H -2.64686 0.25741 -0.54534 -0.028 -0.145 0.131 -0.435
H -2.68229 2.04852 0.96638 -0.089 0.114 0.737 -0.221
H -1.42459 2.42573 -0.15568 0.067 0.300 -0.296 -0.321
H -0.36457 3.89533 1.51224 -0.156 0.042 -0.254 -0.497
H 0.35629 3.13856 2.89104 -0.256 -0.330 0.272 0.099
H -1.47460 3.37129 2.77522 0.129 0.147 0.375 0.120
C -2.78715 4.40771 5.67582 -0.408 0.019 -0.526 -0.128
O -3.59870 5.56453 5.78285 1.367 1.027 0.778 -0.378
C -2.82638 6.69124 6.30342 -0.440 -0.318 -0.496 -0.654
C -2.51371 7.71474 5.20659 -0.415 0.236 0.268 -0.703
N -1.77642 7.31658 4.02954 0.678 -0.720 0.526 -0.156
C -0.37362 6.99918 4.34864 -0.221 0.321 -0.249 -0.694
C 0.40355 6.53358 3.14395 -0.277 -0.962 0.312 0.548
O 1.71516 6.32835 3.58571 1.383 0.228 -0.782 -0.447
C 2.66696 6.14216 2.53021 -0.011 0.443 0.600 -0.480
H -1.85200 4.59805 5.14917 0.094 0.129 -0.258 -0.043
H -3.38455 3.71332 5.08504 0.193 -0.285 0.171 -0.030
H -2.50466 3.98562 6.64025 -0.253 -0.076 0.259 0.435
H -1.92485 6.38072 6.83155 0.083 -0.430 -0.072 0.315
H -3.43622 7.21004 7.04303 -0.192 -0.061 0.019 0.446
H -1.94492 8.52885 5.65580 -0.381 0.349 0.194 0.514
H -3.49105 8.03274 4.84357 -0.031 0.485 0.143 0.308
H -2.26267 6.47940 3.74183 0.132 -0.647 -0.577 0.033
H -0.25256 6.25136 5.13235 -0.120 -0.301 0.115 0.349
H 0.15290 7.87324 4.73188 -0.277 0.369 -0.011 0.391
H 0.33146 7.22171 2.30170 0.043 0.195 -0.068 0.503
H 0.05601 5.53969 2.86200 -0.579 0.038 -0.529 -0.749
H 2.56412 5.23604 1.93316 -0.245 -0.568 0.429 -0.087
H 3.63724 6.17855 3.02551 0.007 -0.230 -0.193 0.302
H 2.64714 6.93462 1.78207 -0.227 0.535 0.123 0.473
C -10.18479 -6.42381 -2.41869 0.052 0.764 -0.748 -0.763
O -9.38068 -5.42046 -3.08745 0.000 -0.805 0.037 -0.337
C -9.65768 -4.09151 -2.74169 0.073 0.597 0.897 -0.972
C -8.66321 -3.09137 -3.31471 -0.116 -1.186 0.307 -0.566
N -7.24758 -3.39104 -2.98415 -1.345 0.479 0.450 0.130
C -6.43607 -2.54010 -3.81172 0.553 1.176 -0.149 -0.837
C -6.51706 -1.00237 -3.43769 0.648 -1.667 0.645 -0.844
O -5.88400 -0.80015 -2.12487 -1.339 -0.854 -2.146 -0.313
C -5.81175 0.54048 -1.78824 1.439 0.775 0.685 -0.779
H -9.93632 -6.50074 -1.36018 0.026 0.051 0.009 0.296
H -10.06236 -7.38206 -2.92357 0.571 0.138 0.048 0.256
H -11.24456 -6.21092 -2.55895 -0.169 0.347 0.264 0.312
H -9.63443 -3.91200 -1.66682 0.005 -0.516 0.464 0.363
H -10.65223 -3.77602 -3.05702 -0.291 -0.117 -0.273 0.464
H -8.95444 -2.12773 -2.89677 0.095 0.020 -0.044 0.288
H -8.84656 -3.06894 -4.38893 0.336 0.194 -0.416 0.399
H -7.08029 -4.36166 -3.20783 0.041 -0.178 -0.114 0.267
H -6.76808 -2.69115 -4.83888 0.078 0.596 -0.493 0.565
H -5.39808 -2.87255 -3.80037 0.142 0.184 0.266 0.163
H -7.55216 -0.66182 -3.41125 -0.022 0.043 0.191 0.482
H -5.99512 -0.40529 -4.18547 0.191 -0.051 -0.029 0.463
H -5.26046 1.13018 -2.52066 -0.512 0.192 -0.673 0.485
H -5.07339 0.58386 -0.98759 -0.397 0.037 0.669 -0.303
H -6.76538 0.97570 -1.48946 -0.056 0.054 -0.097 0.287
C 2.66318 -5.79026 -2.04034 0.370 -0.594 0.331 -0.928
O 3.63054 -5.35012 -1.06335 -0.943 0.180 0.597 0.059
C 3.25408 -5.48894 0.35391 0.629 0.072 -0.710 -0.560
C 4.47844 -5.15231 1.26677 -0.310 0.626 -1.961 -0.266
N 5.69865 -5.86995 0.90811 -1.561 -0.602 1.153 -0.137
C 5.45810 -7.29754 1.01920 2.287 -0.994 -0.042 -0.341
C 6.75938 -8.04491 0.67322 0.136 -0.556 1.381 -0.718
O 7.73400 -8.04798 1.75262 -0.371 1.219 -0.039 -0.329
C 8.94709 -8.60739 1.32616 -0.090 -0.642 -0.171 -0.714
H 3.03790 -5.61750 -3.04922 0.475 0.233 0.198 0.282
H 1.66685 -5.34820 -2.03959 0.028 0.503 0.685 0.183
H 2.52154 -6.86714 -1.94881 -0.042 -0.209 0.114 0.352
H 2.91339 -6.50370 0.55962 0.036 -0.258 -0.222 0.400
H 2.41511 -4.84190 0.61003 -0.079 0.329 -0.211 0.261
H 4.11813 -5.27539 2.28811 0.474 -0.187 0.185 0.581
H 4.75781 -4.11361 1.09031 -0.447 0.339 0.283 -0.384
H 5.93116 -5.60291 -0.03780 0.205 -0.163 -0.186 0.214
H 4.73197 -7.77665 0.36246 -0.458 0.434 -0.388 0.228
H 5.18113 -7.59249 2.03132 -0.060 0.356 0.210 0.372
H 7.14810 -7.62060 -0.25250 0.349 -0.065 -0.071 0.323
H 6.55035 -9.11039 0.57751 -0.321 -0.146 -0.710 0.391
H 9.40791 -8.01046 0.53913 -0.071 -0.188 -0.394 0.265
H 8.72925 -9.63830 1.04706 0.211 -0.209 -0.829 0.295
H 9.72322 -8.75161 2.07778 -0.477 0.657 0.711 0.273
C 7.13565 -1.55035 -0.22994 -0.044 0.301 0.427 -0.606
O 7.39241 -0.99847 1.09325 -0.537 -0.544 -1.567 -0.387
C 6.21927 -0.98238 1.87579 -0.853 1.378 0.971 -0.929
C 5.15291 0.08281 1.50894 0.070 0.182 -0.090 0.429
N 5.49499 1.47987 1.77812 1.602 0.852 -0.479 0.637
C 6.72324 1.97110 1.04620 -0.493 -0.064 0.928 -0.365
C 6.73115 3.49299 0.81291 -0.464 0.331 -0.091 -0.983
O 5.62331 3.80364 0.00630 -1.110 -0.577 -1.097 -0.079
C 5.58787 5.08868 -0.56518 -0.713 -0.489 0.203 -0.862
H 7.99188 -1.47705 -0.90044 0.578 -0.218 0.730 0.405
H 6.40037 -1.00428 -0.82093 -0.567 0.260 0.455 0.175
H 6.79578 -2.58106 -0.12889 0.112 -0.145 -0.105 0.270
H 6.51576 -0.76936 2.90282 0.386 0.219 0.016 0.426
H 5.68269 -1.92293 2.00043 0.209 -0.567 -0.730 0.264
H 4.24859 -0.07390 2.09695 0.048 -0.432 0.136 -0.274
H 4.83683 -0.00387 0.46938 0.074 -0.325 -0.371 0.037
H 4.72877 2.06152 1.47039 -0.355 -0.111 -0.111 -0.287
H 6.82908 1.46192 0.08827 -0.159 0.132 -0.342 0.242
H 7.57880 1.63201 1.63027 0.156 0.353 0.005 0.441
H 7.62162 3.84932 0.29504 0.499 -0.419 0.001 0.496
H 6.58557 4.17331 1.65200 0.535 -0.582 0.975 0.323
H 6.41340 5.23379 -1.26199 0.231 0.346 0.204 0.349
H 5.46455 5.85126 0.20383 0.678 0.329 0.153 0.340
H 4.65611 5.15779 -1.12657 0.013 -0.245 -0.258 0.132